A molecular structure, C29H46BrN3P2ReS. Source: the Open Molecules 2025 dataset; level of theory: the ωB97M-V functional and the def2-TZVPD basis.

Properties
**2S+1**: 4
**Calculated total energy**: -136831.8352 eV
**M**: 796.8 Da
**Total charge**: +4
**HOMO (alpha / beta)**: -19.57 / -19.82 eV
**Frontier orbital gap (alpha / beta)**: 5.1217 / 5.4364 eV

Last column: Löwdin charge in e.
CARTESIAN COORDINATES (ANGSTROEM)
N -0.99 7.03 -1.10  0.143
C -1.87 6.50 -0.24  -0.066
C -1.48 5.64 0.79  0.035
C -0.11 5.27 0.90  -0.190
C 0.80 5.92 0.02  0.034
C 0.31 6.79 -0.96  -0.059
C 0.32 4.17 1.72  0.068
Re 0.81 -0.71 0.75  0.958
P 0.14 -3.40 0.53  0.919
C 1.53 3.52 1.56  0.059
C 1.65 2.06 1.56  -0.169
C 2.77 1.36 1.11  0.035
C 2.89 -0.03 1.36  -0.216
C 2.07 -0.60 2.36  -0.716
C 0.87 0.04 2.73  -0.224
C 0.55 1.18 1.94  -0.170
Br 2.32 -2.55 2.76  0.976
H -0.42 3.81 2.43  0.141
H 2.45 4.07 1.34  0.150
H -2.23 5.22 1.46  0.119
H 1.87 5.71 0.07  0.126
H -2.92 6.76 -0.39  0.137
H 1.00 7.28 -1.65  0.143
H 3.55 1.87 0.55  0.161
H -0.41 1.65 2.09  0.093
H 3.77 -0.58 1.05  0.123
H 0.22 -0.31 3.53  0.142
P 1.10 -0.06 -1.61  0.869
C -0.72 -3.80 2.11  -0.411
C -0.44 -5.17 2.71  -0.110
H -1.79 -3.66 1.93  0.093
H -0.42 -3.02 2.83  0.030
H -0.93 -5.24 3.68  0.106
H -0.84 -5.99 2.09  0.086
H 0.64 -5.35 2.87  0.080
C 1.62 -4.43 0.16  -0.404
C 1.40 -5.92 -0.06  -0.100
H 2.32 -4.26 0.99  0.001
H 2.09 -3.97 -0.72  0.086
H 2.39 -6.40 -0.14  0.109
H 0.89 -6.39 0.79  0.071
H 0.85 -6.13 -0.98  0.086
C -1.06 -3.84 -0.80  -0.397
C -1.89 -5.10 -0.59  -0.095
H -0.47 -3.91 -1.73  0.081
H -1.71 -2.96 -0.91  0.036
H -2.54 -5.24 -1.47  0.107
H -1.27 -6.00 -0.50  0.076
H -2.55 -5.02 0.29  0.083
C -0.21 -0.32 -2.88  -0.381
C -0.34 -1.71 -3.50  -0.107
H 0.00 0.42 -3.67  0.108
H -1.16 -0.01 -2.42  0.035
H -0.54 -1.61 -4.57  0.107
H 0.56 -2.33 -3.39  0.067
H -1.19 -2.26 -3.07  0.064
C 2.57 -0.80 -2.44  -0.361
C 3.91 -0.26 -1.96  -0.113
H 2.45 -0.61 -3.52  0.119
H 2.51 -1.89 -2.29  0.079
H 4.71 -0.68 -2.58  0.109
H 3.97 0.83 -2.03  0.078
H 4.11 -0.55 -0.92  0.048
C 1.36 1.76 -1.86  -0.345
C 0.12 2.64 -1.71  -0.122
H 1.80 1.86 -2.87  0.120
H 2.14 2.08 -1.15  0.054
H 0.42 3.70 -1.78  0.086
H -0.63 2.47 -2.50  0.087
H -0.36 2.51 -0.74  0.047
C -3.49 1.81 -0.85  0.026
N -3.32 1.55 0.58  -0.083
C -3.97 2.24 1.59  0.021
C -3.57 1.72 2.77  0.017
N -2.66 0.71 2.47  0.100
C -2.49 0.63 1.12  -0.619
S -1.49 -0.48 0.24  0.743
H -2.77 2.56 -1.20  0.095
H -3.36 0.88 -1.41  0.092
H -4.51 2.19 -1.00  0.125
H -4.67 3.02 1.36  0.153
H -3.84 1.96 3.79  0.151
H -2.16 0.11 3.12  0.166


A molecular structure, C29H46F3IN7O9PS3Ti. Source: the Open Molecules 2025 dataset; level of theory: the ωB97M-V functional and the def2-TZVPD basis.

Properties
**2S+1**: 3
**Calculated total energy**: -140837.4296 eV
**M**: 995.7 Da
**HOMO (alpha / beta)**: -7.10 / -7.10 eV
**Frontier orbital gap (alpha / beta)**: 6.1945 / 5.0200 eV

Last column: Löwdin charge in e.
CARTESIAN COORDINATES (ANGSTROEM)
Ti 0.03 -0.99 -1.86  0.784
N 1.88 -0.19 1.35  0.067
N 2.25 -1.53 1.57  0.015
C 1.85 -2.41 0.60  -0.441
N 2.19 -3.70 0.74  0.215
N 1.23 -1.92 -0.44  0.064
N 0.91 -2.71 -1.48  -0.482
O 1.29 -2.21 -2.61  -0.148
O 0.60 -3.92 -1.35  -0.003
H 2.47 0.41 1.91  0.104
H 0.90 -0.02 1.58  0.055
H 2.20 -1.87 2.52  0.145
H 2.82 -3.99 1.46  0.129
H 1.90 -4.33 0.00  0.104
C -2.02 -3.71 3.46  -0.383
S -0.87 -3.34 2.09  0.755
C -0.80 -5.00 1.36  -0.390
H -1.55 -4.39 4.16  0.037
H -2.93 -4.14 3.05  0.037
H -2.25 -2.77 3.94  0.008
H -1.82 -5.39 1.28  0.037
H -0.19 -5.65 1.97  0.040
H -0.38 -4.89 0.36  -0.006
C -1.69 4.12 0.24  -0.099
C -2.23 3.57 1.56  -0.657
C -1.94 4.61 2.65  -0.073
C -3.73 3.34 1.42  -0.093
P -1.39 1.86 1.74  1.209
C 0.33 2.50 2.01  -0.379
C 1.08 2.56 0.83  -0.156
C 2.38 3.05 0.83  -0.072
C 2.95 3.47 2.02  -0.074
C 2.22 3.41 3.20  -0.072
C 0.92 2.93 3.19  -0.108
C -1.89 1.04 3.41  -0.667
C -2.27 1.94 4.58  -0.084
C -3.12 0.18 3.06  -0.105
C -0.76 0.09 3.82  -0.105
H -2.23 5.02 -0.03  0.096
H -1.85 3.39 -0.56  0.036
H -0.63 4.36 0.30  0.078
H -2.28 5.58 2.29  0.090
H -0.87 4.69 2.85  0.069
H -2.46 4.39 3.58  0.063
H -4.21 4.28 1.15  0.090
H -4.18 2.99 2.35  0.065
H -3.92 2.63 0.62  0.058
H 0.62 2.23 -0.09  0.079
H 2.95 3.10 -0.08  0.113
H 3.96 3.85 2.04  0.108
H 2.65 3.74 4.13  0.107
H 0.37 2.91 4.12  0.090
H -3.18 2.49 4.37  0.070
H -1.48 2.65 4.84  0.062
H -2.45 1.33 5.47  0.088
H -3.89 0.77 2.58  0.068
H -3.53 -0.26 3.97  0.088
H -2.84 -0.64 2.39  0.056
H 0.16 0.63 4.06  0.066
H -0.56 -0.63 3.02  0.029
H -1.05 -0.48 4.70  0.089
N 1.73 0.44 -1.85  0.023
C 2.91 0.11 -2.59  -0.324
C 3.12 0.65 -3.86  -0.054
C 4.27 0.31 -4.55  -0.048
C 5.18 -0.55 -3.98  -0.248
C 4.99 -1.08 -2.72  -0.039
C 3.85 -0.73 -2.02  -0.035
S 6.65 -0.98 -4.97  0.403
O 7.08 0.32 -5.45  -0.361
O 6.05 -1.85 -5.97  -0.358
O 7.54 -1.63 -4.02  -0.367
H 1.93 0.43 -0.84  0.067
H 1.37 1.35 -2.14  0.094
H 2.40 1.33 -4.29  0.095
H 4.49 0.72 -5.53  0.118
H 5.75 -1.73 -2.32  0.110
H 3.69 -1.11 -1.01  0.095
O -1.46 -0.98 -0.01  -0.150
H -2.34 -0.94 -0.41  0.060
H -1.39 -0.15 0.51  -0.023
I -0.26 -0.70 -4.81  1.317
C -1.31 -2.31 -3.90  -0.624
C -1.93 -3.26 -4.65  -0.079
C -2.60 -4.29 -3.98  -0.011
C -2.61 -4.26 -2.59  -0.021
C -1.96 -3.25 -1.91  -0.084
N -1.31 -2.25 -2.55  -0.129
H -1.87 -3.22 -5.73  0.109
H -3.08 -5.08 -4.53  0.117
H -3.11 -5.04 -2.04  0.115
H -1.94 -3.21 -0.83  0.104
F -2.41 2.20 -4.62  0.145
C -1.80 2.39 -3.46  -0.650
F -2.11 3.60 -3.01  0.152
F -0.47 2.38 -3.68  0.074
S -2.17 1.03 -2.20  0.499
O -2.68 -0.10 -2.91  -0.314
O -3.03 1.58 -1.21  -0.270
O -0.80 0.79 -1.70  -0.473


Which of these has the highest M?
C29H46F3IN7O9PS3Ti


Look up the 2S+1 of the second one.
3


Which formula does entry 2 have?
C29H46F3IN7O9PS3Ti